[1]
This record from the Open Molecules 2025 dataset describes C5H5OSc as an isolated structure in a non-equilibrium geometry. The level of theory is ωB97M-V with the def2-TZVPD basis set.

Results
frontier orbital gap (spin up / spin down): 8.01 / 6.35 eV
<S²>: 1.486
total charge: +3
multiplicity: 2
E_tot: -27973.9906 eV
E_HOMO (spin up / spin down): -21.7 / -21.0 eV

Each line ends with the Mulliken charge.
Positions of all 12 atoms, in Å:
C 0.4922 -1.9778 0.9471  -0.287
C -0.5613 1.1963 -0.1494  0.296
C 1.4748 -1.6824 0.0643  -0.257
H 2.4916 -1.4692 0.3998  0.341
H -0.5025 -2.2720 0.6068  0.334
O -1.9988 2.7415 -1.3320  -0.487
C -1.3379 1.7657 -1.0813  0.292
C 0.3246 0.7867 0.6358  -0.177
H 0.9905 0.9618 1.4701  0.460
H 0.6856 -2.0040 2.0215  0.348
Sc -3.3590 3.6834 -2.5702  1.809
H 1.3001 -1.7300 -1.0126  0.329


[2]
This record from the Open Molecules 2025 dataset describes a 7-piece molecular cluster, C33H73Br2F4N3O7PS overall in a non-equilibrium geometry. The level of theory is ωB97M-V with the def2-TZVPD basis set.

Results
frontier orbital gap: 9.15 eV
total charge: +1
E_tot: -225278.9302 eV
E_HOMO: -11.3 eV

Each line ends with the Mulliken charge.
Positions of all 124 atoms, in Å:
H -2.6653 -0.2763 3.2045  0.278
C 1.2476 -0.5015 -2.5075  -4.171
C 3.3524 -1.1121 5.2941  0.050
C -8.0038 -3.9651 -3.8487  -0.993
H 5.1640 -4.9928 3.5661  0.217
H 0.6138 -1.1026 3.1125  0.806
H 5.8954 -0.4962 -0.4909  0.357
H 7.1811 3.6580 -2.4272  0.332
H -0.1609 4.0908 4.0672  0.295
C 0.0766 2.2065 -2.2315  1.859
H -4.3552 5.0264 -1.4100  0.276
H -5.3528 -0.2903 -3.6812  0.342
C -2.4824 -1.5134 -2.0871  -1.935
H 3.4868 -1.8435 4.4871  0.141
C 0.6826 -0.5988 -0.1201  -1.869
H 0.6510 -3.3496 2.6385  0.461
C 2.1143 1.6386 1.8066  -0.951
C 0.1603 -1.2924 2.1440  0.400
O -7.0261 -1.8721 -4.6644  -0.444
N 1.0157 -0.5761 1.1779  0.735
H -2.9736 -1.7133 -1.1352  0.432
H -8.9170 -4.4075 -3.4502  0.347
O -4.0683 4.3274 -2.0075  -0.479
H -0.9004 1.3602 -3.9153  1.061
N -0.6393 -0.8604 -0.4357  0.990
H 1.5903 -1.4873 -2.8106  1.137
H -2.6467 -1.7734 1.1763  0.425
H -0.2132 4.1388 -1.3264  0.488
H 3.8876 -2.5083 6.8504  0.376
C -0.7549 1.0901 -2.8702  -1.456
H 0.4097 -3.0787 0.9109  -0.171
C -8.2125 -2.5002 -4.1755  -0.263
H -4.2644 -0.9263 2.9023  0.419
H 5.2357 -1.5362 6.2574  0.372
C 0.1983 4.3054 6.1822  -1.254
C 0.0654 -2.7986 1.9021  -0.320
H 3.1077 -0.1753 1.2659  -1.063
H -1.7399 1.1603 -2.4220  -0.069
H 3.0963 2.0272 2.0755  0.562
H 4.0249 -0.8042 7.3153  0.336
C 3.0627 -0.6957 -1.0075  -1.522
H 5.1490 0.0342 1.0334  0.310
C 3.9490 -6.2427 2.3008  -0.216
S -0.2070 -1.0075 -4.5979  -0.239
H -0.8668 1.0217 2.2495  0.356
H -6.7656 -2.3254 -5.4739  0.268
H 1.3850 1.9605 2.5434  -0.305
O 2.7532 -5.4784 2.4461  -0.464
H -6.1766 4.5504 -3.6903  0.322
H -0.5192 5.1127 6.3311  0.362
C -4.7952 -0.6967 -2.8525  -1.176
H 3.8591 -7.0522 3.0234  0.295
H 2.2787 -0.2431 2.7672  -0.029
H 6.0929 -6.0362 2.4772  0.370
H 1.8692 2.0577 0.8284  0.204
C 5.7512 4.1412 -3.9685  -1.054
H -1.1743 3.0596 5.0835  0.301
H 1.8291 0.2213 -3.0754  1.064
C -5.1549 3.4140 -2.1744  0.260
H -0.8398 -0.8774 2.1935  -1.028
O 0.7736 2.4325 4.7151  -0.323
H -7.1975 3.3560 -2.8719  0.346
H -0.5497 2.0988 0.8745  0.311
H 5.7400 5.2083 -3.7450  0.328
H -9.0240 -2.3832 -4.8997  0.286
C -0.1675 3.4768 4.9683  -0.226
H -8.4846 -1.9393 -3.2817  0.281
C 3.9865 0.5018 -0.7755  0.404
H -1.4353 -1.5299 -4.6114  0.244
O 3.6619 0.2019 4.8278  -0.460
H -7.2098 -4.0845 -3.1103  0.230
H -1.6591 3.1057 -1.3258  0.256
H -3.9795 -0.8624 0.4882  0.600
H 1.1912 4.7380 6.0618  0.305
F -1.2518 -3.4808 -0.9510  -0.278
H -2.9079 -0.1169 -3.7506  0.313
C -3.0832 -0.7770 1.1100  -0.455
H -6.7609 4.8575 -2.0530  0.357
F 0.7801 -2.9849 -1.3961  -0.093
O -4.1416 0.3697 -2.0848  -0.225
H -2.5508 -2.4477 -2.6476  0.755
H -3.9177 0.7300 2.4544  0.362
H 0.2029 3.6893 7.0839  0.354
H 5.8715 1.1992 -0.0683  0.376
C 6.1871 3.3413 -2.7580  -0.105
C -0.2251 -0.3835 -2.8544  2.133
H 5.4963 3.4962 -1.9282  0.206
H 6.7865 1.7448 -3.7170  0.259
H -5.3765 2.9237 -1.2200  0.138
N 1.6132 -0.3395 -1.0817  1.583
C 2.1902 0.1186 1.7463  1.521
H 3.4241 1.3204 -0.3322  -0.101
H 6.4347 3.9807 -4.8051  0.355
H -7.7223 -4.5260 -4.7427  0.322
C -3.3386 -0.5153 -2.8466  0.719
O 6.1756 1.9339 -2.9965  -0.454
H -4.7863 2.6474 -2.8521  0.035
H 0.8038 1.8603 5.4900  0.190
C -0.7836 3.4086 -1.9012  -1.630
H 0.6003 1.8649 -1.3431  -1.253
H 5.2807 -4.6031 1.8441  0.195
H -2.1375 2.0580 1.6010  0.811
F -1.2546 -3.1916 2.0346  -0.382
C -6.3960 4.0821 -2.7306  -1.248
H 3.9912 -6.6914 1.3032  0.268
Br 1.5071 2.7799 -3.4393  -0.123
H 4.5980 0.2196 4.5984  0.265
H 4.2711 0.8324 -1.7784  0.660
F -0.5996 -3.4414 -2.9830  -0.298
H -5.2474 -1.4572 -2.2301  0.196
C 4.1717 -1.5150 6.5024  -1.334
C -0.9554 -1.3233 -1.8445  1.005
H -1.1341 3.9040 -2.8060  0.499
C 5.2909 0.2786 -0.0206  -1.744
C -1.2755 1.4378 1.3348  -1.613
H 3.2845 -1.0730 -1.9959  1.132
C -3.4927 -0.2731 2.4946  -1.381
H 2.2905 -1.0834 5.5441  0.215
P -1.9892 0.3229 0.1026  0.177
H 2.7885 -4.7524 1.8158  0.168
C -0.4887 -2.8201 -1.8170  0.096
H 4.7516 3.8402 -4.2837  0.208
Br 3.4494 -2.3200 0.0217  0.013
C 5.1962 -5.4223 2.5642  -0.883


[3]
This record from the Open Molecules 2025 dataset describes an isolated molecule of C4H7NO in a non-equilibrium geometry. The level of theory is ωB97M-V with the def2-TZVPD basis set.

Results
frontier orbital gap: 9.22 eV
total charge: 0
E_tot: -7794.3332 eV
E_HOMO: -8.5 eV
structure (SMILES): C[N+]([O-])=C1CC1

Each line ends with the Mulliken charge.
Positions of all 13 atoms, in Å:
C 1.2964 -1.1293 0.3507  -0.769
C -1.2420 1.3358 -0.3358  -0.510
C -0.0089 0.5689 -0.2485  0.419
H 1.7939 -1.4978 1.2922  0.253
N 1.1076 0.3078 0.3612  0.537
C -1.2813 -0.1383 -0.3107  -0.851
H 1.9686 -1.3906 -0.5235  0.275
H -1.4897 1.8879 0.5248  0.220
H 0.2953 -1.5747 0.0481  0.310
H -1.6379 -0.6700 -1.1866  0.257
O 2.0349 1.0317 0.6922  -0.672
H -1.5520 -0.7324 0.5721  0.314
H -1.2850 2.0011 -1.2364  0.217


[4]
This record from the Open Molecules 2025 dataset describes a 11-piece molecular cluster, C12H49N3O11 overall in a non-equilibrium geometry. The level of theory is ωB97M-V with the def2-TZVPD basis set.

Results
frontier orbital gap: 9.39 eV
total charge: 0
E_tot: -40228.0301 eV
E_HOMO: -9.3 eV
structure (SMILES): COC[C@H](C)N.COC[C@H](C)N.COC[C@H](C)N.O.O.O.O.O.O.O.O

Each line ends with the Mulliken charge.
Positions of all 75 atoms, in Å:
C -3.2087 -4.4078 -3.3988  0.573
C -1.1637 -7.0774 -5.0050  -0.715
N 1.2950 -1.1146 7.0487  -0.690
H -5.1049 1.8368 2.6935  0.323
H 1.4049 5.3831 -4.0876  0.371
H -1.0150 -6.7281 -6.0268  0.263
H -0.6339 1.3091 0.1012  0.305
H -2.6864 -4.3783 -1.1988  0.301
H -0.3246 4.0484 -6.2381  0.243
H -2.2556 2.0612 4.3359  0.301
H -3.8109 5.2063 0.4247  0.314
C 1.4942 -3.2908 8.2198  -0.726
C -2.8764 -5.9145 -3.6941  -0.525
O 4.9913 3.0927 -2.7146  -0.613
H 4.8212 3.6827 -3.4488  0.310
H 1.4904 2.9192 -5.1270  0.282
H 2.6949 -2.8534 11.2964  0.260
H 3.3595 4.2847 -7.4402  0.243
H 0.8196 6.0660 -5.5991  0.345
C -2.5535 -3.8178 -2.1241  -1.366
C 0.0168 4.0769 -5.2033  0.446
C 2.3674 4.5975 -7.1144  -0.712
H -5.2362 -4.4874 -3.9980  0.242
H -0.3075 -2.0702 7.8859  0.299
O 3.6635 -1.1581 -2.5475  -0.642
H -1.9415 -7.8392 -5.0587  0.324
H -1.4836 -3.6097 -2.1360  0.346
C 1.1367 5.1418 -5.1161  -0.624
C 2.4441 -3.4790 10.4397  -0.737
H -2.9808 -2.8378 -1.9115  0.355
H -0.6568 4.8090 -3.3243  0.326
N 0.5006 2.8084 -4.9592  -0.675
H 1.0652 -3.1366 5.2334  0.345
H -5.3357 1.4806 1.2403  0.304
H -2.8443 -3.7628 -4.1984  0.138
H 5.7765 3.4480 -2.2982  0.311
H -1.7828 5.2537 -4.5236  0.334
H -3.2082 -6.6309 -2.9425  0.335
H -3.3994 6.5963 0.8610  0.322
C 0.2472 -2.9211 5.9209  -1.411
H -1.6832 3.5820 -3.8694  0.361
O -4.1591 6.0833 0.5856  -0.636
H 3.9831 -0.2559 -2.5560  0.318
H 1.6324 3.9043 -7.5234  0.295
O 2.3594 4.6305 -5.7350  -0.362
H 1.0915 -4.2959 8.3450  0.426
H 2.1870 5.5652 -7.5823  0.304
H 4.3579 2.2116 2.6179  0.308
H -0.3585 -3.8201 6.0347  0.360
H 1.8459 -4.2783 10.8773  0.287
H -4.8176 -3.2489 -3.1076  0.246
O -1.5159 -6.0502 -4.0965  -0.344
O 1.7973 -2.6123 9.5126  -0.324
O -2.0124 2.4908 5.1561  -0.635
H 0.3002 2.0692 -5.6176  0.258
H 2.3968 -3.6235 7.7072  0.354
H 3.0122 1.5380 2.4533  0.323
H -0.2391 -7.5940 -4.7474  0.252
H 1.7367 -0.8113 7.9048  0.272
N -4.6652 -4.2430 -3.2016  -0.746
O 1.2178 5.7177 1.4378  -0.628
O 3.8412 1.4673 2.9266  -0.634
O -4.6547 1.7596 1.8523  -0.626
H 2.0728 -1.4078 6.4750  0.260
H -1.2379 2.0148 5.4558  0.330
C -1.1183 4.4377 -4.2393  -1.429
H 0.5326 1.7407 -0.7619  0.325
O 0.2313 1.7160 0.1463  -0.629
H 3.6954 -1.4153 -1.6260  0.318
C 0.5789 -2.3550 7.3189  0.353
H 3.3379 -3.9306 10.0095  0.302
H -0.3184 -2.1756 5.3620  0.373
H 2.1379 5.9155 1.6127  0.313
H -3.5673 -6.1296 -4.5091  0.321
H 1.2232 4.8166 1.1149  0.311


[5]
This record from the Open Molecules 2025 dataset describes a 3-piece molecular cluster, C2H10N4O3 overall in a non-equilibrium geometry. The level of theory is ωB97M-V with the def2-TZVPD basis set.

Results
frontier orbital gap: 9.88 eV
total charge: 0
E_tot: -14340.8642 eV
E_HOMO: -9.6 eV
structure (SMILES): NC(N)=O.NC(N)=O.O

Each line ends with the Mulliken charge.
Positions of all 19 atoms, in Å:
N 5.9075 8.9454 24.0598  -0.327
H 7.4392 7.0214 22.1277  0.379
N 5.8722 5.2229 24.0804  -0.369
O 3.9709 9.9082 24.7345  -0.628
H 5.1121 9.2918 21.8622  0.188
H 3.8356 10.4658 22.1758  0.200
H 6.0839 7.0915 21.4207  0.317
C 4.7466 9.6152 23.8307  0.545
N 7.8341 5.1121 22.8548  -0.496
H 6.3660 5.8315 24.7073  0.190
O 5.7980 4.5504 21.9412  -0.605
N 4.5824 9.8727 22.4843  -0.345
H 6.6938 9.0497 23.4493  0.209
C 6.4807 4.8612 22.9199  0.502
H 8.0326 4.8421 21.8907  0.292
H 8.4983 4.9293 23.5832  0.197
H 4.8795 5.1202 24.1715  0.224
H 6.0514 8.5004 24.9472  0.177
O 6.8783 7.6145 21.5995  -0.649


Q: Look up the total charge of the fifth one.
A: 0


Q: Which of these has the lowest E_tot?
A: C33H73Br2F4N3O7PS


Q: Which of these has the lowest E_tot?
A: C33H73Br2F4N3O7PS